Entry 1:
Here is C24H27ClKN4O2S2 as an isolated structure in a non-equilibrium geometry from the Open Molecules 2025 dataset. Energies are from ωB97M-V with the def2-TZVPD basis set.

Results
Molar mass (g/mol): 542.19
Lowest unoccupied orbital energy (alpha / beta) (eV): 2.44 / 2.20
Total charge: -1
HOMO energy (alpha / beta) (eV): -3.9417 / -2.6664
Energy relative to the best compared isomer or geometry (same formula, charge and spin) (eV): 1.395
Orbital gap (alpha / beta) (eV): 6.38 / 4.86

Last column: natural (NBO) charge in e.
Atoms and positions in Å:
K: -3.33267 1.86158 0.84619  0.93
S: 0.27050 1.40785 0.83636  -0.33
C: 0.89558 -0.16512 0.81514  -0.03
N: 2.28405 -0.38237 0.86237  -0.44
C: 2.74496 -1.69268 0.47210  -0.22
C: 2.01336 -2.70057 1.32715  -0.21
N: 0.59193 -2.56095 1.10666  -0.44
C: -0.15053 -3.80545 1.01747  -0.27
C: 0.21328 -4.59451 -0.22059  0.07
C: -0.00033 -4.03032 -1.47880  -0.24
C: 0.37679 -4.71036 -2.62511  -0.20
C: 0.97463 -5.96225 -2.53395  -0.23
C: 1.19202 -6.52786 -1.28813  -0.22
C: 0.81577 -5.84462 -0.13768  -0.26
C: 0.04313 -1.31645 0.79635  0.00
S: -1.61275 -1.19613 0.44227  -0.39
C: 3.24078 0.69786 0.70854  -0.27
C: 3.76521 0.83050 -0.70214  0.07
C: 5.10903 0.60933 -0.98536  -0.25
C: 5.58924 0.71521 -2.28415  -0.22
C: 4.72352 1.03464 -3.31847  -0.24
C: 3.37765 1.24635 -3.04540  -0.20
C: 2.89894 1.14591 -1.74840  -0.24
H: 3.82278 -1.76006 0.63163  0.20
H: 2.53882 -1.89719 -0.58880  0.19
H: 2.26555 -2.52199 2.38135  0.18
H: 2.31332 -3.71737 1.06339  0.20
H: -1.20697 -3.54143 1.01073  0.27
H: 0.06355 -4.40088 1.91228  0.18
H: -0.46868 -3.05363 -1.53445  0.25
H: 0.20896 -4.26158 -3.59672  0.21
H: 1.27371 -6.49279 -3.42991  0.20
H: 1.66356 -7.50055 -1.20888  0.20
H: 0.99271 -6.29239 0.83480  0.20
H: 4.07931 0.52045 1.39214  0.18
H: 2.71797 1.60722 1.00220  0.27
H: 5.78626 0.35273 -0.17744  0.20
H: 6.63979 0.54279 -2.48775  0.20
H: 5.09596 1.11492 -4.33260  0.20
H: 2.69772 1.49253 -3.85229  0.21
H: 1.85091 1.31314 -1.52694  0.25
C: -5.41918 -0.64158 1.11340  -0.50
H: -5.39938 -1.27138 0.23466  0.17
H: -6.15054 0.15522 1.15678  0.17
H: -5.08399 -1.07844 2.04385  0.17
Cl: -6.19000 6.01987 1.64879  -0.09
C: -6.69516 4.31658 1.48916  -0.46
C: -5.43000 3.46059 1.21763  0.74
O: -5.11934 3.29233 0.02032  -0.78
O: -4.83007 3.02823 2.22579  -0.79
H: -7.39683 4.26173 0.66191  0.21
H: -7.17105 4.02744 2.42178  0.21
N: -1.37407 6.04922 1.77787  -0.52
C: -1.39831 6.19807 0.41098  -0.12
C: -1.60166 4.94342 -0.08261  -0.08
N: -1.70029 4.04195 0.94484  -0.48
C: -1.56589 4.73207 2.04412  0.18
H: -1.27262 6.78875 2.44640  0.41
H: -1.27798 7.15541 -0.06430  0.21
H: -1.68537 4.62892 -1.10978  0.21
H: -1.59761 4.32812 3.04324  0.20

Entry 2:
Here is C24H27Co2O8Si as an isolated structure in a non-equilibrium geometry from the Open Molecules 2025 dataset. Energies are from ωB97M-V with the def2-TZVPD basis set.

Results
Molar mass (g/mol): 589.42
Lowest unoccupied orbital energy (eV): 1.64
Total charge: -1
HOMO energy (eV): -1.3706
Energy relative to the best compared isomer or geometry (same formula, charge and spin) (eV): 2.237
Orbital gap (eV): 3.01

Last column: natural (NBO) charge in e.
Atoms and positions in Å:
C: -5.10296 1.25976 0.53307  -0.60
C: -4.21743 0.34746 1.38350  -0.39
C: -2.75374 0.31366 0.93620  -0.43
C: -1.95578 -0.70682 1.73649  -0.06
O: -0.50789 -0.24203 1.82604  -0.48
C: 0.39078 -1.06581 2.29934  0.85
C: -0.00525 -2.43880 2.66488  -0.51
O: 1.64205 -0.71574 2.29486  -0.75
Si: 2.73897 -0.01119 1.08600  1.87
C: 3.86565 0.99939 2.14286  -1.15
C: 3.50463 -1.52144 0.33633  -1.15
C: 1.89164 1.00405 -0.21344  -1.15
H: -6.07153 1.40060 1.02049  0.22
H: -4.64594 2.24402 0.39233  0.20
H: -5.28252 0.82316 -0.45391  0.20
H: -4.24213 0.69129 2.42566  0.21
H: -4.62402 -0.67354 1.37705  0.20
H: -2.71031 0.00919 -0.12133  0.20
H: -2.32629 1.32747 0.99758  0.22
H: -2.33791 -0.80448 2.76409  0.22
H: -1.96637 -1.66966 1.20469  0.20
H: 0.07273 -3.04158 1.72474  0.24
H: -1.06587 -2.35301 2.93560  0.24
H: 4.68874 1.37963 1.51886  0.24
H: 3.34609 1.86536 2.57645  0.26
H: 4.30286 0.40025 2.95376  0.27
H: 4.32740 -1.19489 -0.31809  0.24
H: 3.92030 -2.18917 1.10464  0.27
H: 2.78875 -2.08571 -0.27914  0.24
H: 2.67932 1.28377 -0.93459  0.24
H: 1.12015 0.45359 -0.76907  0.25
H: 1.46310 1.93599 0.17958  0.25
O: 0.76738 -5.82700 6.79634  -0.60
C: 1.05841 -4.70776 6.74267  0.49
Co: 1.60281 -3.05216 6.66917  -0.10
C: 1.79334 -2.95300 8.55450  0.37
O: 2.47748 -3.34182 9.42614  -0.62
C: 3.24148 -3.41593 6.20856  0.49
O: 4.27565 -3.70978 5.78064  -0.61
C: 0.68421 -1.62810 5.99641  -0.41
C: 0.83914 -2.54834 5.07735  -0.25
C: 0.69678 -3.19492 3.76437  -0.30
C: -0.22361 -4.44621 3.93187  0.04
C: -0.05186 -5.52209 3.04848  -0.24
C: -1.03637 -6.50853 2.94345  -0.22
C: -2.19799 -6.43307 3.71593  -0.26
C: -2.37321 -5.36782 4.60774  -0.14
C: -1.37363 -4.38933 4.72503  -0.26
Co: 0.10983 -1.94004 8.26304  -0.15
C: -1.07792 -0.66523 7.98414  0.48
O: -1.87457 0.16170 7.87534  -0.60
C: 0.27495 -1.38848 9.90483  0.50
O: 0.40144 -1.05996 11.00477  -0.58
C: -0.95371 -3.33958 8.38086  0.46
O: -1.66318 -4.23743 8.54167  -0.59
H: 0.56968 -0.54126 5.96790  0.18
H: 1.69536 -3.50288 3.40520  0.21
H: 0.85034 -5.54890 2.43152  0.20
H: -0.88180 -7.34604 2.25473  0.20
H: -2.96079 -7.20708 3.63818  0.20
H: -3.27539 -5.29909 5.22070  0.20
H: -1.53037 -3.55217 5.41834  0.25

Entry 3:
Here is C24H27EuN3O6S3 as an isolated structure in a non-equilibrium geometry from the Open Molecules 2025 dataset. Energies are from ωB97M-V with the def2-TZVPD basis set.

Results
Spin multiplicity: 8
Molar mass (g/mol): 701.66
Lowest unoccupied orbital energy (alpha / beta) (eV): 3.97 / 3.97
Total charge: -2
HOMO energy (alpha / beta) (eV): 0.1072 / 0.1072
Orbital gap (alpha / beta) (eV): 3.86 / 3.86

Last column: natural (NBO) charge in e.
Atoms and positions in Å:
Eu: 8.85974 11.52934 10.98492  1.39
C: 4.08360 15.89289 7.92246  -0.38
C: 4.01389 14.55410 8.28312  -0.35
C: 3.78145 14.48008 9.67644  -0.37
C: 3.72616 15.81425 10.14991  -0.37
C: 3.86880 16.67588 9.07795  -0.39
H: 4.27942 16.37155 6.93638  0.16
H: 4.23156 13.69484 7.60687  0.19
H: 3.75258 13.59585 10.27781  0.18
H: 3.70318 15.99686 11.19123  0.17
H: 3.80611 17.70314 9.05065  0.16
N: 11.82413 11.25686 11.10159  -0.86
C: 12.49442 12.07855 10.01577  -0.21
C: 12.35258 13.59445 10.17042  -0.43
C: 11.09513 14.12264 9.54347  -0.22
N: 9.80506 13.91549 10.22402  -0.87
H: 12.10677 11.49376 12.04691  0.36
H: 12.06823 10.20122 10.95920  0.39
H: 12.11808 11.79938 9.03760  0.22
H: 13.59796 11.83978 9.89561  0.15
H: 13.22537 14.07890 9.68180  0.21
H: 12.40100 13.86889 11.23740  0.20
H: 10.96916 13.81832 8.46894  0.21
H: 11.14362 15.21604 9.37004  0.17
H: 9.09276 14.02759 9.53981  0.40
H: 9.57271 14.53968 10.97897  0.39
C: 6.46410 8.74715 12.72459  -0.67
C: 7.39464 9.34803 13.70081  0.28
C: 7.83183 8.60072 14.87405  -0.28
C: 8.22238 9.33636 15.97064  -0.14
C: 8.38313 10.73117 15.86835  -0.14
C: 8.63354 11.59031 16.99679  -0.26
C: 8.82635 12.94584 16.83262  -0.21
C: 8.50228 13.54804 15.62170  -0.27
C: 8.17630 12.81957 14.42338  -0.18
S: 7.69694 13.65948 13.02388  -0.33
C: 8.21501 11.34401 14.57967  0.19
N: 7.81188 10.59961 13.47981  -0.49
H: 5.72327 8.16401 13.24400  0.21
H: 6.96655 8.02619 12.00555  0.25
H: 5.99293 9.48647 12.11915  0.26
H: 7.82410 7.52974 14.93577  0.21
H: 8.29418 8.84362 16.97783  0.20
H: 8.84888 11.12840 17.93358  0.18
H: 9.16071 13.48255 17.70120  0.19
H: 8.59332 14.63921 15.53096  0.21
O: 6.01963 12.36583 7.73235  -0.93
S: 6.91443 11.64416 8.55393  2.41
O: 8.34566 12.00169 8.53724  -1.03
O: 6.51690 11.57810 9.97730  -1.00
C: 6.92716 9.87681 7.86629  -0.25
C: 5.77056 9.57935 7.19302  -0.21
C: 5.68102 8.42045 6.43715  -0.21
C: 6.78892 7.54265 6.40449  -0.23
C: 7.80464 7.70629 7.29963  -0.20
C: 7.96588 8.91221 8.00540  -0.32
S: 9.32810 8.79657 9.19496  2.43
O: 8.69183 9.05446 10.49095  -1.05
O: 9.85083 7.46764 9.09006  -0.99
O: 10.25054 9.91670 8.97263  -1.01
H: 4.94426 10.25936 7.34649  0.25
H: 4.76682 8.22110 5.88690  0.20
H: 6.78102 6.62574 5.78791  0.20
H: 8.53811 6.91703 7.41258  0.24

Entry 4:
Here is C24H27FMnN3O3 as an isolated structure in a non-equilibrium geometry from the Open Molecules 2025 dataset. Energies are from ωB97M-V with the def2-TZVPD basis set.

Results
Spin multiplicity: 5
Molar mass (g/mol): 479.43
Lowest unoccupied orbital energy (alpha / beta) (eV): -6.36 / -6.58
Total charge: +2
HOMO energy (alpha / beta) (eV): -12.9180 / -12.9107
Orbital gap (alpha / beta) (eV): 6.56 / 6.33

Last column: natural (NBO) charge in e.
Atoms and positions in Å:
C: -1.83976 -2.41973 -4.54386  -0.45
C: -1.40733 -3.61002 -3.90045  -0.44
H: -1.23819 -1.51756 -4.47504  0.26
H: -2.45455 -2.47716 -5.43908  0.25
H: -1.69762 -4.57898 -4.30050  0.24
H: -0.47524 -3.61882 -3.34286  0.27
Mn: -3.03592 -2.76535 -2.82495  1.36
C: -5.20038 -2.33376 -3.24892  -0.36
C: -4.82317 -3.55747 -3.88415  -0.25
C: -4.61755 -3.88831 -1.61145  -0.33
C: -5.01544 -2.52350 -1.84394  -0.08
H: -4.83383 -3.74874 -4.94938  0.26
H: -4.19451 -5.54742 -3.03895  0.27
H: -4.42061 -4.33533 -0.64677  0.27
C: -4.49887 -4.52418 -2.86662  -0.25
H: -5.19945 -1.78483 -1.07464  0.31
H: -5.54363 -1.43342 -3.73758  0.27
F: 4.06699 -1.28726 0.01242  -0.31
C: 2.88105 -0.64326 0.14083  0.35
C: 1.73156 -1.14631 -0.54907  -0.19
C: 0.45827 -0.54126 -0.39961  -0.15
C: -0.79082 -1.02767 -1.01285  0.52
O: -1.00617 -2.01313 -1.86920  -0.74
C: -1.87148 -0.15936 -0.65008  -0.31
C: -1.84128 0.97428 0.08502  0.17
N: -0.72454 1.41419 0.63118  -0.34
C: -0.77394 2.67669 1.43207  -0.14
C: -2.09041 3.52346 1.44931  -0.43
C: -1.77519 2.55481 2.56882  -0.40
C: 0.42066 0.66779 0.44660  0.28
C: 1.55953 1.09751 1.11341  -0.32
C: 2.77446 0.46227 1.01788  0.20
N: 3.82309 0.93012 1.89203  -0.48
C: 3.50475 1.23535 3.28739  -0.24
C: 3.90264 2.67550 3.60468  -0.25
N: 5.33249 2.86125 3.32378  -0.50
C: 5.62122 2.58776 1.90027  -0.25
C: 5.20859 1.13989 1.50602  -0.22
C: -3.14367 -0.44876 -0.93520  0.73
O: -3.93927 -0.56985 0.10202  -0.67
O: -3.08768 -1.37534 -1.69601  -0.72
H: 1.83708 -2.02364 -1.16970  0.26
H: -2.78716 1.49147 0.24813  0.26
H: -0.05330 3.45102 1.10138  0.26
H: -1.89050 4.55923 1.79034  0.23
H: -2.45450 3.48918 0.39970  0.25
H: -2.45546 1.67411 2.56415  0.27
H: -1.43715 3.03326 3.50758  0.25
H: 1.51205 1.96396 1.75420  0.23
H: 4.08194 0.55102 3.94329  0.21
H: 2.43376 1.07313 3.53408  0.26
H: 3.29389 3.38790 3.00063  0.23
H: 3.70029 2.87902 4.67848  0.25
H: 5.59327 3.84855 3.55682  0.46
H: 5.89302 2.22248 3.93672  0.45
H: 6.70730 2.73723 1.71184  0.25
H: 5.06609 3.32330 1.27587  0.24
H: 5.84883 0.43361 2.07533  0.20
H: 5.36573 0.98111 0.41861  0.27

no.,total energy (a.u.)
1,-3156.8089
2,-4587.5652
3,-3451.4348
4,-2570.7631